19
Properties=species:S:1:pos:R:3:forces:R:3:mulliken_charge:R:1 method="wB97M-V/def2-TZVPD" gap_ev=5.90 total_charge=0 lumo_energy_ev=-2.80
C 0.4947 0.7154 -0.7353 2.534 -2.744 0.046 -0.518
C 1.7894 1.0398 -0.1989 0.886 4.035 1.209 -0.557
S 2.6685 -0.4713 0.1215 -1.360 -0.580 -0.475 -0.207
C -0.8403 0.7394 -0.1363 -1.475 -2.068 0.033 0.550
N -1.5949 -0.4189 -0.5156 0.371 0.410 2.225 -0.022
C -2.9424 -0.3520 0.1144 0.700 0.652 -1.784 -1.090
C -0.9098 -1.6897 -0.1554 0.662 -0.213 -1.603 -0.830
O -1.3355 1.5696 0.5802 0.653 1.160 -0.083 -0.531
H 0.7246 -0.0704 -1.4613 -1.013 0.405 -0.804 0.510
H 0.8095 -0.2190 2.5432 -0.157 -0.076 -0.051 0.111
H 2.3567 1.7254 -0.8468 -0.054 -0.395 -0.358 0.339
H 1.7391 1.6584 0.7082 -0.302 -0.197 0.040 0.334
H 0.1333 -0.4801 2.3645 0.103 0.097 0.135 -0.117
H -3.0078 -0.3143 1.2010 0.426 -0.413 0.079 0.322
H -3.4505 -1.1844 -0.3623 -0.610 0.099 0.390 0.453
H -3.2739 0.6222 -0.2376 -0.871 -0.227 0.048 0.364
H -1.5072 -2.3064 0.5081 0.035 0.226 0.257 0.315
H -0.6771 -2.2852 -1.0456 -0.507 -0.024 -0.110 0.291
H 0.0907 -1.4844 0.2003 -0.019 -0.148 0.807 0.283

---

19
Properties=species:S:1:pos:R:3:forces:R:3:mulliken_charge:R:1 method="wB97M-V/def2-TZVPD" gap_ev=9.86 total_charge=0 smiles="CNC(=O)CCCS" lumo_energy_ev=0.78
C 0.8421 -1.8329 1.7203 -0.076 0.142 -0.828 -0.813
N -0.3813 -2.0559 0.9441 0.027 0.220 0.570 -0.208
C -0.8564 -1.1525 0.0234 0.333 -0.126 0.090 0.483
O -2.0473 -0.9904 -0.1572 -0.084 -0.028 0.019 -0.609
C 0.1770 -0.4391 -0.8151 -0.136 0.048 -0.762 -0.911
C 0.5346 0.9755 -0.3706 -0.112 0.034 0.324 -0.232
C -0.6174 1.9549 -0.5968 0.067 -0.082 0.409 -0.850
S -0.8423 2.4065 -2.3406 -0.159 0.061 0.055 -0.187
H 0.6343 -1.2547 2.6178 0.066 -0.266 0.308 0.288
H 1.3389 -2.7793 1.8951 -0.069 -0.145 0.475 0.296
H 1.5498 -1.2484 1.1454 0.029 0.129 -0.226 0.302
H -1.1317 -2.4322 1.5088 -0.087 -0.050 -0.161 0.286
H -0.3017 -0.3299 -1.7866 -0.088 -0.037 -0.183 0.366
H 1.0599 -1.0464 -1.0212 0.026 -0.032 0.406 0.373
H 0.8227 1.0112 0.6873 -0.005 -0.075 -0.072 0.320
H 1.3951 1.2846 -0.9547 0.186 0.194 -0.011 0.282
H -1.5454 1.5268 -0.2258 -0.140 -0.163 -0.215 0.313
H -0.4831 2.8545 -0.0045 0.159 0.196 -0.111 0.381
H -0.1479 3.5476 -2.2691 0.064 -0.021 -0.090 0.120